Record 1
A 3-piece molecular cluster, C29H62BClN5O4Si overall. Source: OMol25; level of theory: wB97M-V/def2-TZVPD.

```
103
Properties=species:S:1:pos:R:3:forces:R:3:lowdin_spin:R:1
C 2.71496 0.29038 -0.34170 0.169 0.101 0.231 0.000
C 1.72502 -0.00648 0.76589 -0.111 0.077 -0.108 0.000
Cl 2.30798 -1.33345 1.81792 -0.044 -0.038 0.028 0.000
C 0.32688 -0.28313 0.24000 0.149 0.151 -0.036 0.000
N 0.21867 -1.51348 -0.61730 -0.332 -0.051 0.025 0.000
C -0.52768 -1.13146 -1.71306 0.053 0.038 0.094 0.000
N 0.10570 -0.63374 -2.73524 0.008 0.349 -0.047 0.000
N -1.90432 -1.14752 -1.77498 0.127 -0.368 0.152 0.000
C -2.59664 -2.28364 -1.10939 -0.243 -0.239 0.128 0.000
C -2.88984 -3.37564 -2.14298 -0.069 0.173 -0.215 0.000
B -3.88976 -4.47768 -1.61015 -0.126 -0.213 0.054 0.000
O -3.41909 -5.57159 -0.90849 0.098 0.396 0.397 0.000
O -5.22460 -4.30278 -1.85961 0.047 -0.348 -0.143 0.000
C -1.86502 -2.75748 0.14885 0.201 0.239 0.306 0.000
C -0.32030 -2.71198 0.09477 -0.172 -0.176 -0.107 0.000
Si 0.56035 -4.31449 -0.48949 0.209 -0.067 -0.152 0.000
C 0.41837 -4.57483 -2.35343 -0.002 -0.074 0.113 0.000
C -0.19727 -5.72866 0.47290 -0.167 0.094 0.061 0.000
C 2.37915 -4.20763 -0.08227 -0.173 0.110 0.060 0.000
H 2.70110 -0.48327 -1.11222 0.012 -0.019 0.039 0.000
H 2.50925 1.27332 -0.77184 -0.036 -0.090 -0.154 0.000
H 3.72212 0.33421 0.06898 0.024 -0.012 -0.064 0.000
H 1.63479 0.85759 1.42398 0.039 -0.003 0.009 0.000
H -0.41458 -0.32476 1.04191 0.044 -0.145 0.037 0.000
H 0.07569 0.58872 -0.37416 -0.008 0.037 0.086 0.000
H 1.11323 -0.54324 -2.71578 -0.009 0.022 0.062 0.000
H -0.41539 -0.27330 -3.52320 0.011 -0.044 0.015 0.000
H -2.26250 -0.24772 -1.46593 -0.080 0.069 -0.351 0.000
H -3.56311 -1.88190 -0.80132 0.046 0.090 0.020 0.000
H -3.36903 -2.88824 -2.99556 0.059 -0.002 -0.022 0.000
H -1.96451 -3.82373 -2.50760 -0.008 -0.048 0.111 0.000
H -3.98626 -5.83672 -0.17026 -0.002 -0.261 -0.437 0.000
H -5.72755 -5.13023 -1.79982 0.016 0.385 0.200 0.000
H -2.15493 -3.78478 0.37091 -0.079 0.018 -0.034 0.000
H -2.20781 -2.15682 0.99770 0.006 0.092 -0.074 0.000
H 0.01973 -2.59847 1.12530 0.076 -0.061 -0.021 0.000
H 0.16045 -3.68355 -2.92903 0.051 -0.009 -0.015 0.000
H -0.31753 -5.34999 -2.57510 -0.034 0.061 -0.063 0.000
H 1.38277 -4.93371 -2.71946 -0.020 0.027 -0.035 0.000
H -0.71286 -5.35728 1.36383 0.059 -0.034 0.027 0.000
H 0.58056 -6.41202 0.81701 -0.028 -0.048 -0.073 0.000
H -0.93327 -6.28120 -0.11238 0.038 -0.019 0.007 0.000
H 2.81524 -3.25640 -0.39017 0.071 -0.057 -0.018 0.000
H 2.53664 -4.32203 0.99143 0.078 0.040 -0.012 0.000
H 2.89863 -5.02063 -0.59368 0.038 0.012 0.019 0.000
C -6.55892 0.83904 3.90525 0.057 0.068 0.076 0.003
C -5.32071 0.13750 3.33838 -0.401 0.307 -0.015 0.026
C -5.30043 -1.34349 3.73377 0.098 -0.114 0.038 0.017
C -4.96155 -1.57484 5.20450 -0.010 0.078 -0.014 0.001
C -3.65091 -0.88790 5.58062 -0.019 -0.136 -0.063 0.017
C -3.63087 0.60776 5.24683 -0.080 0.342 0.242 0.026
N -4.04415 0.77597 3.80722 0.257 -0.855 0.035 0.399
O -3.07068 0.59148 2.99391 0.032 0.255 -0.226 0.500
C -4.53096 1.39743 6.20508 -0.063 0.028 -0.047 0.003
C -2.21860 1.16284 5.40036 0.076 -0.059 -0.040 -0.001
C -5.40619 0.28113 1.82242 0.063 -0.132 -0.058 -0.001
H -6.66685 0.74994 4.97925 -0.010 -0.030 0.012 0.000
H -6.54753 1.89914 3.64915 0.005 0.003 0.017 0.001
H -7.44625 0.39128 3.45720 0.013 0.013 -0.044 0.000
H -4.56115 -1.85956 3.11090 0.040 0.057 0.002 0.002
H -6.27555 -1.77405 3.49323 0.006 -0.010 -0.011 0.002
H -5.77757 -1.22403 5.84100 0.003 0.024 -0.004 0.000
H -4.87310 -2.64655 5.39003 -0.023 -0.004 0.022 0.001
H -3.44855 -1.00197 6.64816 -0.001 -0.008 0.001 0.002
H -2.82817 -1.37420 5.04649 0.008 0.050 -0.033 0.002
H -4.75880 2.38479 5.80278 -0.001 0.001 0.002 0.001
H -4.00045 1.53284 7.14716 0.020 0.006 -0.013 0.000
H -5.46393 0.89604 6.44370 -0.005 -0.013 0.000 0.000
H -1.49590 0.60430 4.81246 -0.009 0.004 -0.034 0.000
H -1.93452 1.09744 6.45105 -0.011 0.006 -0.005 0.000
H -2.17725 2.20894 5.09516 -0.013 0.005 0.007 0.000
H -5.34964 1.32846 1.52557 0.024 0.006 0.015 0.000
H -6.36711 -0.11777 1.49428 0.003 0.008 -0.003 0.000
H -4.61284 -0.26768 1.31857 0.031 0.023 0.017 0.000
C 4.47112 5.81006 -4.23672 0.012 -0.076 -0.072 0.004
C 4.41843 5.02310 -2.92501 -0.179 0.235 -0.273 0.026
C 5.66384 5.28534 -2.06908 0.101 -0.087 0.081 0.017
C 6.92548 4.61226 -2.60259 -0.055 0.005 -0.056 0.001
C 6.70463 3.11490 -2.79875 0.045 0.059 0.123 0.017
C 5.49985 2.79392 -3.68972 -0.031 -0.090 -0.392 0.026
N 4.30339 3.54204 -3.16461 0.498 0.002 0.716 0.402
O 3.70945 2.92510 -2.20880 -0.288 -0.093 -0.229 0.497
C 5.79735 3.13650 -5.15484 -0.055 0.052 -0.024 0.004
C 5.18561 1.30221 -3.63261 0.010 -0.042 0.101 -0.001
C 3.16949 5.48472 -2.18235 0.005 0.001 0.096 -0.001
H 5.35905 5.62730 -4.83049 0.023 0.016 0.016 0.000
H 3.59663 5.58902 -4.85036 0.009 -0.007 -0.009 0.001
H 4.45892 6.87430 -4.00111 -0.042 -0.003 0.020 0.000
H 5.46966 4.92355 -1.05465 -0.041 -0.043 -0.024 0.002
H 5.80603 6.36605 -1.99857 -0.001 0.000 0.013 0.002
H 7.24367 5.08167 -3.53694 -0.018 -0.009 -0.013 0.000
H 7.74114 4.76484 -1.89440 0.019 0.016 -0.018 0.001
H 7.58916 2.64939 -3.24044 0.003 -0.002 0.006 0.002
H 6.55141 2.64677 -1.82129 -0.059 -0.005 -0.013 0.002
H 4.87762 3.19955 -5.73737 0.001 0.002 -0.002 0.001
H 6.41234 2.34362 -5.58025 -0.012 -0.015 0.013 0.000
H 6.35128 4.06132 -5.28167 0.003 0.006 0.006 0.000
H 5.04000 0.95857 -2.61191 -0.029 0.017 0.012 0.000
H 6.02276 0.75453 -4.06633 -0.009 0.010 -0.007 0.000
H 4.28749 1.07470 -4.21003 0.007 0.008 -0.018 0.000
H 2.26769 5.22127 -2.73596 0.006 0.002 -0.014 0.000
H 3.20899 6.57034 -2.08445 -0.003 -0.007 -0.010 0.000
H 3.10323 5.05027 -1.18886 0.001 -0.029 -0.003 0.000
```
Positions in Å, forces in eV/Å.

Summary:
<S²> ... 2.008
2S+1 ... 3
Total charge ... +1
E_HOMO (spin up / spin down) ... -10.09 / -11.32 eV
E ... -67791.2769 eV
Gap between HOMO and LUMO (spin up / spin down) ... 6.931 / 8.157 eV
Molar mass ... 619.20 g/mol



Record 2
A 7-piece molecular cluster, C29H63O8P2 overall. Source: OMol25; level of theory: wB97M-V/def2-TZVPD.

```
102
Properties=species:S:1:pos:R:3:forces:R:3:mulliken_charge:R:1
C -0.92762 -0.94661 0.48328 -0.028 0.020 0.187 -0.220
C -0.24893 -2.30095 0.70987 0.140 -0.017 -0.078 -0.009
P -0.95631 -3.50802 1.97982 0.098 0.097 -0.032 -0.079
C -0.77892 -5.08442 0.99624 0.122 0.009 -0.003 -0.868
P -3.22428 -3.31886 2.01103 -0.493 -0.040 0.030 -0.268
O -3.26832 -3.22899 0.22893 0.108 0.118 -0.165 0.056
C -4.52382 -2.93601 -0.30197 -0.089 -0.070 0.174 -0.228
C -5.39142 -2.44649 0.86904 0.068 -0.139 -0.012 -0.601
O -4.99905 -3.19300 1.98495 0.248 0.165 -0.139 -0.427
H -0.55918 -0.49761 -0.44634 0.039 -0.081 0.102 -0.307
H -0.69617 -0.25734 1.30115 -0.111 -0.052 -0.004 0.383
H -2.01118 -1.03957 0.40912 0.045 -0.051 -0.036 0.161
H -0.16365 -2.82214 -0.25066 -0.078 0.053 0.139 -0.396
H 0.77888 -2.10330 1.03947 -0.047 -0.038 -0.127 0.285
H -0.04336 -5.75601 1.44741 -0.044 0.025 -0.054 0.417
H -0.47366 -4.87670 -0.03604 -0.047 -0.043 0.100 0.055
H -1.74847 -5.59295 0.97266 0.073 0.020 0.010 0.305
H -3.13456 -1.87682 2.07673 0.050 0.045 -0.039 -0.149
H -3.21627 -3.38432 3.45080 -0.010 -0.032 -0.006 0.033
H -3.32847 -4.76157 1.90531 0.000 0.028 -0.005 -0.103
H -4.96159 -3.84431 -0.75223 -0.066 0.103 0.029 0.263
H -4.44788 -2.16910 -1.08999 -0.045 -0.046 0.041 0.079
H -6.46014 -2.58940 0.66637 0.050 -0.041 0.038 0.323
H -5.22873 -1.36765 1.03642 0.031 -0.039 -0.036 0.266
C -0.22850 -3.73032 -3.90783 -0.045 0.007 0.046 -0.719
C -1.73555 -3.55484 -3.71216 -0.009 -0.014 0.006 -0.631
C -1.78147 -2.59903 -2.52790 0.005 -0.020 -0.043 0.309
O -0.61306 -1.76813 -2.66086 0.049 0.086 -0.009 -0.145
C 0.27504 -2.32210 -3.61292 0.076 -0.068 -0.051 0.039
H 0.05298 -4.07768 -4.90248 -0.009 0.004 0.000 0.420
H 0.16525 -4.43251 -3.16988 0.000 0.000 0.003 0.296
H -2.18465 -3.09311 -4.59544 0.014 0.016 0.007 0.211
H -2.25670 -4.48856 -3.50287 0.008 0.001 0.002 0.396
H -1.74599 -3.12395 -1.57180 -0.081 0.029 -0.022 -0.361
H -2.65849 -1.95304 -2.52950 0.001 0.011 -0.022 -0.005
H 0.26622 -1.70941 -4.52667 -0.027 -0.016 -0.020 0.030
H 1.28683 -2.29979 -3.19903 0.009 -0.035 -0.025 0.012
C 1.93263 1.58124 3.70647 -0.007 -0.061 0.023 -0.583
C 3.21374 0.75115 3.65513 0.014 -0.032 0.017 -0.480
C 2.84526 -0.29431 2.60868 -0.002 0.027 0.031 -0.658
O 1.97960 0.36452 1.68552 0.141 -0.044 -0.161 -0.283
C 1.50471 1.58486 2.24355 -0.110 0.067 0.084 0.132
H 2.06692 2.58644 4.10790 0.023 -0.006 -0.006 0.396
H 1.18647 1.06707 4.31555 -0.006 0.014 0.000 0.218
H 4.05074 1.36251 3.30420 -0.006 -0.004 -0.025 0.236
H 3.47955 0.31847 4.61792 -0.008 0.001 -0.010 0.292
H 2.31618 -1.14035 3.06033 -0.010 0.007 0.009 0.300
H 3.70678 -0.67985 2.05967 -0.006 -0.002 0.001 0.350
H 1.95494 2.42726 1.70226 0.005 0.005 -0.002 0.100
H 0.42323 1.63387 2.12001 0.021 0.020 0.030 0.024
C -2.86255 4.16294 -0.14173 -0.019 -0.013 0.009 -0.677
C -2.03031 3.14377 -0.91667 0.005 -0.014 -0.009 -0.319
C -0.94298 2.79789 0.09238 -0.007 -0.091 -0.026 0.126
O -1.54204 2.94223 1.38327 0.062 0.062 0.026 -0.389
C -2.81047 3.57992 1.26581 -0.023 0.005 -0.005 -0.577
H -3.88138 4.26651 -0.51420 0.001 -0.001 0.002 0.359
H -2.38403 5.14505 -0.16605 0.008 -0.002 0.003 0.290
H -2.62951 2.25790 -1.13650 0.011 -0.009 -0.008 0.165
H -1.62629 3.52800 -1.85340 -0.001 0.001 0.002 0.353
H -0.08905 3.48202 0.02103 -0.021 0.032 -0.039 0.223
H -0.57799 1.77548 -0.01191 -0.008 0.032 -0.001 -0.105
H -3.60375 2.84012 1.41641 0.006 -0.008 -0.011 0.288
H -2.89127 4.33718 2.04819 -0.008 -0.006 0.001 0.300
C 3.07283 2.65705 8.84084 -0.024 0.003 -0.004 -0.541
C 3.58203 3.53395 7.69816 0.010 0.002 -0.005 -0.603
C 4.18901 2.49351 6.76427 -0.035 0.028 -0.034 -0.271
O 3.41810 1.30736 6.93884 0.040 -0.048 0.036 -0.326
C 2.57118 1.43559 8.08052 -0.008 0.010 0.006 -0.461
H 2.29216 3.12795 9.43719 0.003 0.000 -0.002 0.340
H 3.89539 2.38225 9.50470 0.005 -0.001 -0.005 0.250
H 2.74645 4.03930 7.20961 -0.003 -0.003 0.000 0.272
H 4.30357 4.28767 8.01193 -0.003 -0.004 0.003 0.353
H 5.23359 2.28903 7.02526 -0.002 -0.005 0.008 0.267
H 4.14732 2.78127 5.71220 0.009 0.001 0.005 0.199
H 1.53705 1.57523 7.74860 0.001 -0.002 -0.006 0.255
H 2.62540 0.51173 8.65742 -0.003 0.006 0.002 0.270
C 4.46691 0.96051 -2.72847 0.003 -0.009 -0.014 -0.616
C 3.22907 0.06613 -2.73666 -0.040 0.009 0.032 -0.436
C 2.40128 0.71097 -3.83841 -0.015 -0.012 0.060 0.568
O 3.33519 1.24965 -4.78173 0.003 -0.001 -0.009 -0.466
C 4.64439 1.24620 -4.21499 0.011 0.024 0.026 -0.532
H 5.34310 0.48915 -2.28445 -0.005 0.000 0.002 0.370
H 4.26101 1.88463 -2.18428 -0.006 -0.002 0.004 0.255
H 3.50030 -0.95532 -3.01296 0.009 0.002 -0.008 0.303
H 2.70145 0.03350 -1.78439 0.006 -0.006 0.015 0.325
H 1.78305 1.52225 -3.43882 -0.003 0.011 -0.003 0.053
H 1.74928 0.00668 -4.35220 0.019 0.003 -0.004 -0.397
H 5.24549 0.46522 -4.69527 -0.006 -0.004 -0.003 0.288
H 5.11311 2.21154 -4.41622 0.004 -0.005 -0.002 0.299
C -0.80415 1.24660 -5.47635 -0.031 0.009 0.004 -0.350
C -1.77077 1.32576 -6.65596 -0.002 -0.008 0.000 -0.705
C -2.66057 0.11581 -6.39403 -0.013 0.024 -0.013 -0.514
O -2.71956 -0.03938 -4.98098 -0.012 -0.022 0.006 -0.382
C -1.72540 0.78177 -4.35386 0.078 -0.010 -0.051 0.752
H -0.30964 2.19116 -5.25083 0.008 -0.006 -0.006 0.411
H -0.03258 0.49852 -5.67148 -0.022 0.015 -0.013 0.088
H -2.35655 2.24653 -6.60476 -0.003 -0.002 0.004 0.287
H -1.28089 1.28366 -7.62866 0.005 0.000 0.005 0.366
H -2.23193 -0.78873 -6.84295 0.007 -0.002 0.006 0.276
H -3.67631 0.23745 -6.77620 0.005 -0.004 -0.005 0.310
H -2.21696 1.63623 -3.87500 -0.022 -0.003 0.002 -0.008
H -1.22031 0.18436 -3.59549 -0.030 0.029 0.043 -0.454
```
Positions in Å, forces in eV/Å.

Summary:
Total charge ... -1
E_HOMO ... -3.37 eV
E ... -66049.5803 eV
Gap between HOMO and LUMO ... 5.696 eV
Molar mass ... 601.76 g/mol